Record 1
Molecular formula: C28H49MnN3OPS3Si
Method: DFT, ωB97M-V/def2-TZVPD

Computed properties:
<S²>: 3.841
Net charge: +1
DFT total energy, Eh: -4312.097744
Multiplicity: 4
Kohn-Sham gap (alpha / beta), eV: 7.39 / 6.27
ΔE to the lowest compared entry with this formula, charge and spin, eV: 0.000

Cartesian coordinates (Å):
Mn1 0.368 -0.612 0.513
C1 -2.531 -6.786 -0.623
Si1 -1.071 -5.621 -0.589
C2 -0.165 -5.676 -2.219
C3 0.060 -6.057 0.831
C4 -1.755 -3.871 -0.316
C5 -3.114 -3.622 -0.152
C6 -3.599 -2.337 0.097
C7 -2.699 -1.300 0.184
N1 -1.391 -1.504 0.007
C8 -0.930 -2.746 -0.234
S1 0.816 -2.667 -0.327
H1 -2.177 -7.797 -0.832
H2 -3.253 -6.529 -1.401
H3 -3.055 -6.817 0.335
H4 0.181 -6.692 -2.421
H5 0.705 -5.018 -2.219
H6 -0.817 -5.375 -3.041
H7 0.494 -7.047 0.670
H8 -0.487 -6.084 1.775
H9 0.879 -5.343 0.926
H10 -3.818 -4.443 -0.204
H11 -4.656 -2.152 0.228
H12 -3.009 -0.284 0.391
S2 -0.645 1.442 -0.102
C9 0.106 3.039 0.010
C10 0.284 3.766 -1.166
C11 0.854 5.030 -1.126
C12 1.229 5.585 0.091
C13 1.027 4.872 1.266
C14 0.467 3.605 1.230
H13 0.005 3.326 -2.117
H14 1.007 5.581 -2.045
H15 1.672 6.571 0.123
H16 1.307 5.305 2.217
H17 0.295 3.058 2.146
C15 -4.753 4.488 2.077
N2 -4.321 4.074 0.760
C16 -4.802 4.749 -0.446
C17 -4.051 4.027 -1.580
N3 -3.296 3.011 -0.853
C18 -3.442 3.119 0.468
S3 -2.635 2.169 1.637
H18 -5.842 4.512 2.114
H19 -4.365 5.481 2.311
H20 -4.389 3.781 2.817
H21 -4.563 5.812 -0.396
H22 -5.885 4.645 -0.527
H23 -3.381 4.694 -2.121
H24 -4.732 3.563 -2.291
H25 -2.577 2.419 -1.241
C19 4.620 1.603 1.684
C20 3.120 1.440 1.426
C21 2.390 1.257 2.757
P1 2.637 0.143 0.179
C22 2.724 1.018 -1.445
C23 2.044 0.223 -2.564
C24 4.112 1.498 -1.865
C25 4.007 -1.092 0.252
C26 3.889 -1.903 1.544
C27 4.130 -2.001 -0.971
H26 4.778 2.491 2.299
H27 5.208 1.725 0.777
H28 5.024 0.755 2.237
H29 2.756 2.362 0.960
H30 2.678 0.326 3.246
H31 1.309 1.227 2.643
H32 2.649 2.079 3.428
H33 2.113 1.904 -1.253
H34 2.656 -0.615 -2.895
H35 1.884 0.874 -3.426
H36 1.074 -0.176 -2.261
H37 4.792 0.667 -2.055
H38 4.565 2.151 -1.122
H39 4.031 2.070 -2.792
H40 4.917 -0.489 0.301
H41 2.930 -2.420 1.599
H42 3.988 -1.280 2.433
H43 4.680 -2.655 1.577
H44 3.228 -2.582 -1.157
H45 4.946 -2.706 -0.803
H46 4.364 -1.443 -1.876
C28 -0.053 -2.219 2.832
O1 0.245 -0.981 2.226
H47 0.014 -2.082 3.913
H48 0.654 -2.996 2.532
H49 -1.066 -2.554 2.588

=====

Record 2
Molecular formula: C10H19N3O10PPdS2
Method: DFT, ωB97M-V/def2-TZVPD

Computed properties:
Net charge: +3
DFT total energy, Eh: -2573.700192
Kohn-Sham gap, eV: 5.92
ΔE to the lowest compared entry with this formula, charge and spin, eV: 0.325

Cartesian coordinates (Å):
Pd1 -1.213 1.674 -1.326
O1 -0.614 0.892 2.397
S1 -1.315 0.845 1.179
O2 -0.714 0.110 0.025
O3 -1.335 2.276 0.498
C1 -2.954 0.261 1.376
C2 -3.362 0.121 2.690
C3 -4.623 -0.400 2.983
C4 -5.462 -0.783 1.959
C5 -5.065 -0.627 0.626
C6 -3.821 -0.118 0.319
S2 -3.549 0.190 -1.410
O4 -4.754 0.037 -2.125
O5 -3.131 1.713 -1.391
O6 -2.338 -0.441 -1.924
H1 -2.691 0.396 3.493
H2 -4.928 -0.503 4.015
H3 -6.439 -1.194 2.173
H4 -5.744 -0.892 -0.173
N1 4.179 1.036 -2.632
C7 2.936 0.664 -3.404
P1 1.667 0.203 -2.137
O7 2.469 -0.191 -0.945
O8 0.671 1.355 -2.107
C8 0.777 -1.337 -2.647
N2 1.209 -2.436 -1.706
H5 4.221 2.036 -2.428
H6 5.036 0.790 -3.133
H7 4.150 0.535 -1.724
H8 3.185 -0.187 -4.037
H9 2.639 1.496 -4.036
H10 0.955 -1.646 -3.675
H11 -0.294 -1.189 -2.521
H12 1.803 -3.134 -2.158
H13 0.407 -2.933 -1.312
H14 1.755 -1.997 -0.938
N3 -2.876 6.630 -2.116
C9 -1.854 5.653 -2.621
C10 -2.001 4.392 -1.760
O9 -2.715 4.402 -0.792
O10 -1.223 3.433 -2.198
H15 -3.684 6.704 -2.737
H16 -2.498 7.570 -1.990
H17 -3.212 6.272 -1.203
H18 -0.862 6.080 -2.491
H19 -2.023 5.456 -3.676

=====

Record 3
Molecular formula: C6H17NO3
Method: DFT, ωB97M-V/def2-TZVPD

Computed properties:
DFT total energy, Eh: -519.137595
Kohn-Sham gap, eV: 9.67
SMILES string: CN[C@H](C=O)C(C)C.O.O
ΔE to the lowest compared entry with this formula, charge and spin, eV: 5.147

Cartesian coordinates (Å):
C1 1.138 -1.443 -1.873
N1 0.986 -0.620 -0.662
C2 -0.503 -0.325 -0.522
C3 -0.690 0.084 1.013
C4 0.101 -0.832 2.056
C5 -0.427 1.568 1.475
C6 -0.830 0.991 -1.330
O1 -1.823 1.676 -1.126
H1 0.224 -1.802 -2.553
H2 1.228 -2.556 -1.409
H3 1.868 -0.942 -2.633
H4 1.358 0.367 -0.736
H5 -1.026 -1.217 -0.753
H6 -1.703 -0.026 1.227
H7 -0.452 -1.615 2.335
H8 0.160 -0.270 2.987
H9 1.252 -0.986 1.865
H10 -1.115 2.247 0.953
H11 -0.529 1.588 2.563
H12 0.510 2.016 1.130
H13 -0.223 1.594 -1.957
H14 1.351 3.140 -0.880
H15 -0.078 3.658 -1.093
O2 0.627 3.268 -1.503
H16 -0.572 -2.480 0.288
H17 -0.127 -3.654 0.912
O3 -0.705 -3.427 0.225

=====

Record 4
Molecular formula: C24H47CdN4O5
Method: DFT, ωB97M-V/def2-TZVPD

Computed properties:
Net charge: +1
DFT total energy, Eh: -1705.457464
Kohn-Sham gap, eV: 9.79
ΔE to the lowest compared entry with this formula, charge and spin, eV: 1.018

Cartesian coordinates (Å):
Cd1 -0.830 -0.462 0.982
C1 0.797 3.345 -2.725
C2 0.770 1.943 -2.098
C3 0.938 0.915 -3.232
C4 0.899 -0.604 -2.920
C5 2.153 -1.267 -3.490
C6 -0.328 -1.263 -3.550
N1 0.746 -0.855 -1.426
C7 1.939 -1.189 -0.600
C8 2.342 -0.166 0.471
N2 1.474 -0.031 1.658
C9 1.596 -1.277 2.450
C10 0.678 -2.425 1.934
O1 1.203 -3.455 1.551
O2 -0.568 -2.162 1.959
C11 1.893 1.125 2.537
C12 3.064 1.978 2.028
C13 0.800 2.149 2.947
C14 -0.670 1.773 3.186
C15 -1.336 2.991 3.854
C16 -0.855 0.578 4.130
N3 -1.346 1.430 1.909
C17 -1.538 2.512 0.925
C18 -0.439 2.688 -0.133
N4 -0.399 1.689 -1.217
C19 -1.680 1.639 -1.934
C20 -2.586 0.464 -1.458
O3 -3.484 0.116 -2.194
O4 -2.307 -0.065 -0.329
H1 1.621 3.415 -3.430
H2 0.951 4.112 -1.969
H3 -0.126 3.558 -3.257
H4 1.651 1.866 -1.446
H5 1.904 1.148 -3.680
H6 0.201 1.117 -4.007
H7 2.083 -1.235 -4.573
H8 2.230 -2.309 -3.195
H9 3.066 -0.743 -3.218
H10 -0.356 -1.082 -4.619
H11 -1.257 -0.890 -3.128
H12 -0.292 -2.338 -3.402
H13 0.037 -1.630 -1.331
H14 0.259 0.014 -1.062
H15 2.799 -1.264 -1.265
H16 1.805 -2.171 -0.139
H17 2.443 0.812 0.002
H18 3.341 -0.498 0.796
H19 1.286 -1.097 3.480
H20 2.634 -1.634 2.464
H21 2.252 0.671 3.465
H22 2.811 2.554 1.141
H23 3.957 1.395 1.830
H24 3.311 2.696 2.807
H25 0.804 2.974 2.236
H26 1.164 2.566 3.890
H27 -1.025 3.054 4.894
H28 -2.419 2.892 3.829
H29 -1.060 3.929 3.376
H30 -0.094 0.584 4.909
H31 -0.810 -0.376 3.597
H32 -1.828 0.642 4.617
H33 -2.287 1.137 2.181
H34 -1.642 3.474 1.435
H35 -2.478 2.317 0.405
H36 0.546 2.694 0.333
H37 -0.618 3.688 -0.552
H38 -1.539 1.485 -3.002
H39 -2.250 2.571 -1.832
C21 -3.017 -3.995 -0.148
C22 -1.865 -5.007 -0.180
C23 -0.697 -4.207 -0.779
O5 -1.129 -2.841 -0.878
C24 -2.538 -2.933 -1.128
H40 -3.112 -3.560 0.846
H41 -3.971 -4.415 -0.449
H42 -2.108 -5.858 -0.812
H43 -1.609 -5.375 0.812
H44 -0.463 -4.572 -1.787
H45 0.195 -4.240 -0.156
H46 -2.697 -3.247 -2.169
H47 -2.993 -1.961 -0.964

=====

Record 5
Molecular formula: C2H4FN
Method: DFT, ωB97M-V/def2-TZVPD

Computed properties:
DFT total energy, Eh: -233.201146
Kohn-Sham gap, eV: 12.07
SMILES string: [H]/N=C(/C)F
ΔE to the lowest compared entry with this formula, charge and spin, eV: 0.273

Cartesian coordinates (Å):
C1 0.477 -0.087 -0.068
C2 -0.968 0.289 0.000
N1 1.050 -1.199 -0.145
F1 1.189 1.087 -0.016
H1 -1.486 -0.459 -0.526
H2 -0.976 1.255 -0.284
H3 -1.436 0.170 1.084
H4 2.151 -1.056 -0.045